(i)
Formula: C4H13N2O
Source: the Open Molecules 2025 dataset
Level of theory: ωB97M-V with the def2-TZVPD basis set

Each line ends with the Mulliken charge.
Geometry (Å):
C  -1.30826  -0.01196  -0.27110  -1.565
C  -0.80452  -0.96147  0.85949  -0.522
C  0.71032  -1.18474  0.96506  0.098
C  1.52037  -0.39897  1.70236  -0.975
N  1.08322  -2.44288  0.57565  -0.464
N  -0.11928  0.58843  -1.00494  -0.645
H  -1.84752  -0.52912  -1.06660  0.677
H  -1.91069  0.82425  0.08929  0.144
H  -1.16199  -1.95009  0.56099  0.233
H  -1.24963  -0.83483  1.84556  0.458
H  1.26036  0.58819  2.00859  0.454
H  2.45188  -0.80489  2.08827  0.236
H  -0.75387  4.11430  -2.41628  0.379
H  0.51860  -3.18614  0.21241  0.271
H  1.95161  -2.72655  1.00525  0.175
H  0.81862  0.54012  -0.60064  0.212
H  -0.12481  -0.04759  -1.87396  0.949
H  -0.38883  1.44617  -1.53124  0.464
H  -0.04606  3.69027  -1.22737  0.333
O  -0.59955  3.28748  -1.92079  -0.912

2S+1: 2
Charge: 0
Gap between HOMO and LUMO (spin up / spin down): 3.800 / 8.873 eV
LUMO level (spin up / spin down): 0.83 / 0.56 eV



(ii)
Formula: C4H13N2O
Source: the Open Molecules 2025 dataset
Level of theory: ωB97M-V with the def2-TZVPD basis set

Each line ends with the Mulliken charge.
Geometry (Å):
C  -0.25387  0.81761  -2.13207  -1.191
C  0.78085  0.20692  -1.15207  -0.440
C  0.08795  -0.57855  -0.08312  -0.698
C  0.28698  -1.90822  0.23490  -0.403
N  -0.14033  -2.38613  1.52147  -0.623
N  -0.97910  0.06929  0.73400  -0.293
H  -0.71719  -0.01340  -2.66143  0.337
H  -1.05914  1.35164  -1.62116  0.261
H  0.22922  1.49687  -2.83418  0.338
H  1.59078  0.86658  -0.84170  0.275
H  1.25370  -0.60584  -1.71902  0.276
H  0.71460  -2.61290  -0.46978  0.406
H  0.52065  -2.18940  2.27877  0.226
H  -0.39253  -3.35921  1.52615  0.310
H  -1.73253  0.45526  0.12863  0.425
H  -0.57974  0.81835  1.31356  0.352
H  -1.36108  -0.68226  1.30988  0.512
H  -0.05232  3.09678  1.81942  0.318
H  1.36408  2.68831  1.37828  0.288
O  0.43902  2.46831  1.26946  -0.676

2S+1: 2
Charge: 0
Gap between HOMO and LUMO (spin up / spin down): 3.416 / 7.595 eV
LUMO level (spin up / spin down): 0.42 / 0.27 eV



Which one sits at the bottom of the stability order? (i) does.



(i)
Formula: C3H4NS
Source: the Open Molecules 2025 dataset
Level of theory: ωB97M-V with the def2-TZVPD basis set

Each line ends with the Mulliken charge.
Geometry (Å):
C  0.12237  0.31295  0.96002  0.396
C  1.26871  0.60487  0.65222  -0.335
C  0.59394  -0.67264  -1.33323  -0.223
N  -1.15092  0.39480  0.96719  -0.381
S  2.01743  -0.10623  -0.75132  0.292
H  0.72196  -1.18009  -2.21816  0.311
H  -0.37023  -0.53694  -0.73208  0.382
H  -1.59381  -0.06815  1.75893  0.288
H  -1.60945  1.25143  0.69645  0.270

Charge: +1
Gap between HOMO and LUMO: 7.676 eV
LUMO level: -6.90 eV



(ii)
Formula: C3H4NS
Source: the Open Molecules 2025 dataset
Level of theory: ωB97M-V with the def2-TZVPD basis set

Each line ends with the Mulliken charge.
Geometry (Å):
C  0.22200  -1.52703  0.08540  -0.198
C  -1.79463  -0.88452  -1.79937  0.152
C  0.64849  0.71459  0.87250  -0.251
N  0.61451  -0.47592  0.56177  0.014
S  -1.74034  -1.83507  -0.68708  -0.101
H  0.64244  -2.31806  -0.40969  0.408
H  -1.56533  -0.10476  -2.53906  0.410
H  0.90376  1.39962  0.10099  0.295
H  0.53767  0.88497  1.94507  0.272

Charge: +1
Gap between HOMO and LUMO: 8.108 eV
LUMO level: -5.13 eV



(iii)
Formula: C3H4NS
Source: the Open Molecules 2025 dataset
Level of theory: ωB97M-V with the def2-TZVPD basis set

Each line ends with the Mulliken charge.
Geometry (Å):
C  -0.19350  -1.19562  0.04412  0.596
C  -1.37979  -1.03819  -0.14150  -0.444
C  -0.51069  1.38621  -0.02483  -0.235
N  1.07147  -0.95118  0.14501  -0.415
S  -1.95289  0.58900  -0.04520  0.302
H  -0.48762  2.36412  0.27324  0.342
H  0.48840  1.11025  -0.50036  0.270
H  1.49465  -1.22806  1.02381  0.272
H  1.46998  -1.03653  -0.77429  0.311

Charge: +1
Gap between HOMO and LUMO: 7.703 eV
LUMO level: -6.96 eV



(iv)
Formula: C3H4NS
Source: the Open Molecules 2025 dataset
Level of theory: ωB97M-V with the def2-TZVPD basis set

Each line ends with the Mulliken charge.
Geometry (Å):
C  1.12138  -0.36362  0.40878  0.499
C  1.22709  -1.35564  -0.35240  -0.343
C  -1.03364  -0.14253  -0.84920  -0.235
N  0.53818  0.62455  0.99026  -0.426
S  -0.38926  -1.64116  -0.92469  0.304
H  -2.07565  -0.09200  -1.14744  0.314
H  -0.53988  0.80738  -0.80319  0.289
H  0.41293  0.58976  2.00456  0.278
H  0.73886  1.57325  0.67331  0.319

Charge: +1
Gap between HOMO and LUMO: 8.422 eV
LUMO level: -6.58 eV



Which one sits at the bottom of the stability order? (ii) does.



(i)
Formula: C28H32N5O4PTl
Source: the Open Molecules 2025 dataset
Level of theory: ωB97M-V with the def2-TZVPD basis set

Each line ends with the Mulliken charge.
Geometry (Å):
Tl  0.08438  0.61106  -1.30623  0.936
N  0.41467  -1.32123  -4.53634  -0.317
C  1.79853  -1.33219  -4.98164  -0.575
C  2.73783  -1.75143  -3.85124  -0.839
N  2.75004  -0.87346  -2.69503  0.348
C  3.78288  0.14457  -2.67420  -0.772
C  3.29403  1.55975  -2.99145  -0.694
N  2.53630  2.10637  -1.86364  -0.302
H  -0.21898  -0.98640  -5.24753  0.186
H  0.11120  -2.23732  -4.23287  0.164
H  1.97837  -2.01718  -5.82466  0.327
H  2.05960  -0.32524  -5.31777  0.281
H  2.43376  -2.75151  -3.52656  0.418
H  3.74824  -1.83746  -4.28016  0.297
H  2.68453  -1.39193  -1.83402  -0.132
H  4.23538  0.18642  -1.67705  0.430
H  4.58008  -0.11791  -3.38461  0.266
H  4.17325  2.17239  -3.23453  0.413
H  2.64630  1.53124  -3.86978  0.247
H  3.16065  2.24494  -1.07685  0.123
H  2.11688  3.00029  -2.09353  0.172
C  -1.87478  1.46194  4.14145  -0.472
C  -1.12667  0.29258  4.10219  -0.598
C  -1.15712  -0.52520  2.97923  -0.480
C  -1.94673  -0.18899  1.87996  0.729
C  -2.70317  0.98309  1.93649  -0.426
C  -2.67071  1.80169  3.05664  -0.642
P  -1.97730  -1.14243  0.30495  -0.257
C  -3.46731  -2.18727  0.54219  0.284
C  -3.71541  -3.14428  -0.44847  -0.327
C  -4.85495  -3.93074  -0.41510  -0.599
C  -5.78637  -3.76268  0.60303  -0.474
C  -5.55833  -2.81175  1.58545  -0.629
C  -4.40733  -2.03271  1.55921  -0.356
C  -0.55025  -2.25902  0.55073  0.268
C  -0.65106  -3.57984  0.98281  -0.187
C  0.51179  -4.30711  1.21296  -0.639
C  1.74238  -3.68723  1.03689  -0.862
C  1.80594  -2.35578  0.62892  -0.500
C  0.67134  -1.57603  0.34232  -0.157
H  -1.82986  2.10897  5.00900  0.372
H  -0.50498  0.02080  4.94837  0.386
H  -0.56777  -1.43400  2.95749  0.432
H  -3.30302  1.26374  1.07680  0.378
H  -3.25226  2.71539  3.07593  0.388
H  -2.99478  -3.26599  -1.25082  0.378
H  -5.02520  -4.67369  -1.18517  0.369
H  -6.68756  -4.36317  0.62524  0.360
H  -6.27846  -2.67557  2.38383  0.376
H  -4.23376  -1.30022  2.33754  0.280
H  -1.61963  -4.04011  1.14878  0.359
H  0.45664  -5.33993  1.53770  0.383
H  2.65359  -4.24720  1.22791  0.345
H  2.79942  -1.91239  0.52946  0.393
O  2.46883  6.18251  1.81262  -0.572
C  2.43212  5.13117  2.59776  0.480
O  2.89878  5.14481  3.71920  -0.647
C  1.82129  3.88092  2.06244  0.376
C  1.95564  2.67125  2.69923  -1.007
N  1.32074  1.76119  1.94886  0.232
N  0.73317  2.28786  0.88317  0.337
C  1.02341  3.58385  0.91005  0.130
C  0.62096  4.49686  -0.18082  0.503
O  1.29668  5.53365  -0.38779  -0.861
O  -0.37677  4.24905  -0.94573  -0.302
H  2.07767  5.97521  0.88864  0.455
H  2.47639  2.43548  3.61161  0.526
H  1.17858  0.77408  2.11590  -0.095
C  -1.27476  3.12679  -0.90729  -1.112
H  -2.16853  3.43063  -1.44765  0.298
H  -1.48843  2.81607  0.11556  0.408

Charge: -1
Gap between HOMO and LUMO: 4.982 eV
LUMO level: 2.42 eV



(ii)
Formula: C28H32N5O4PTl
Source: the Open Molecules 2025 dataset
Level of theory: ωB97M-V with the def2-TZVPD basis set

Each line ends with the Mulliken charge.
Geometry (Å):
Tl  -0.42596  2.11420  -1.11894  1.078
N  2.13735  1.54092  -2.00023  -0.230
C  2.37954  0.87154  -3.27715  -0.820
C  1.12569  0.94390  -4.16452  -0.985
N  -0.07699  0.32607  -3.60496  0.016
C  -0.38380  -0.98670  -4.16873  -0.732
C  0.67412  -2.03983  -3.85424  -0.816
N  0.96648  -2.23690  -2.43695  -0.489
H  2.90063  1.41724  -1.34651  0.072
H  1.99551  2.54507  -2.16275  0.274
H  3.18292  1.36237  -3.84031  0.378
H  2.68875  -0.16247  -3.10797  0.448
H  0.92612  2.00467  -4.32535  0.507
H  1.36200  0.49402  -5.13883  0.372
H  -0.87709  0.92705  -3.75744  0.237
H  -1.34506  -1.30716  -3.76064  0.407
H  -0.48871  -0.93586  -5.26456  0.386
H  0.33929  -2.98905  -4.27473  0.456
H  1.60113  -1.78055  -4.37246  0.255
H  1.00084  -1.34033  -1.96044  0.117
H  0.21906  -2.75315  -1.99311  0.259
C  -2.28225  -2.78765  3.00867  -0.595
C  -1.20886  -3.37792  2.35280  -0.728
C  -0.15296  -2.59323  1.90921  -0.153
C  -0.13934  -1.20943  2.12932  -0.636
C  -1.22396  -0.63081  2.78502  0.127
C  -2.28550  -1.41665  3.22087  -0.613
P  1.18966  -0.22183  1.32230  0.837
C  2.69528  -0.75020  2.24535  -0.184
C  2.73779  -1.64553  3.31063  -0.088
C  3.94860  -1.97534  3.91090  -0.700
C  5.13316  -1.41289  3.46103  -0.425
C  5.10249  -0.51249  2.40269  -0.645
C  3.89710  -0.19330  1.79950  -0.153
C  0.91306  1.45441  1.98228  0.298
C  1.38754  1.84395  3.23839  -0.439
C  1.11304  3.11486  3.71772  -0.639
C  0.35529  3.98773  2.94588  -0.748
C  -0.11688  3.58764  1.70293  -0.372
C  0.15311  2.31885  1.18280  0.060
H  -3.11675  -3.39368  3.34112  0.401
H  -1.20156  -4.44630  2.17059  0.385
H  0.67900  -3.05650  1.38453  0.486
H  -1.24949  0.44133  2.93605  0.371
H  -3.12728  -0.95068  3.71939  0.406
H  1.82445  -2.07798  3.69621  0.336
H  3.96419  -2.67262  4.74110  0.395
H  6.07348  -1.66781  3.93367  0.356
H  6.02228  -0.06581  2.04364  0.399
H  3.87643  0.51099  0.97359  0.301
H  1.97203  1.15546  3.83874  0.369
H  1.48681  3.42559  4.68648  0.386
H  0.13928  4.98637  3.31061  0.352
H  -0.70540  4.29218  1.11928  0.387
O  -6.56107  -0.25491  -1.33887  -0.575
C  -5.76203  -1.08550  -0.72916  0.512
O  -6.15437  -2.10592  -0.19116  -0.661
C  -4.30213  -0.75525  -0.68220  -0.178
C  -3.40439  -1.57990  -0.04862  -0.587
N  -2.19516  -1.02286  -0.18720  0.611
N  -2.23092  0.12868  -0.86661  -0.093
C  -3.50676  0.32309  -1.18294  0.032
C  -3.87162  1.57027  -1.97683  0.533
O  -5.09409  1.72523  -2.25551  -0.913
O  -2.93779  2.32661  -2.27410  -0.533
H  -6.03741  0.57087  -1.73406  0.485
H  -3.56842  -2.50670  0.47809  0.592
H  -1.33148  -1.32414  0.22934  -0.161
C  0.12122  3.77836  -2.46746  -1.154
H  -0.47118  4.56770  -1.97848  0.226
H  -0.44806  3.56861  -3.38668  0.140

Charge: -1
Gap between HOMO and LUMO: 6.400 eV
LUMO level: 2.34 eV



Which one sits at the bottom of the stability order? (i) does.